[1]
Computed, not measured: a molecular structure, C42H38IrN7O2P2S2, with ωB97M-V/def2-TZVPD.

Properties
- relative energy (zero: lowest compared OMol25 entry of this formula, charge and spin) (kJ/mol) = 283.0
- lowest unoccupied orbital energy (alpha / beta) (eV) = -8.2 / -11.1
- largest force on an atom (eV/Å) = 3.90
- frontier orbital gap (alpha / beta) (eV) = 4.05 / 4.24
- calculated total energy (hartree) = -3739.19859

```
! RIJCOSX wB97M-V def2-TZVPD def2/J DEFGRID3
* xyz 3 6
Ir 0.18 -0.02 0.07
C -2.38 -2.85 -4.88
C -1.32 -1.84 -4.63
N 0.05 -2.05 -4.91
N 1.58 -1.25 -3.63
C 0.63 -0.27 -2.69
S 1.49 1.10 -2.05
N -1.51 -0.63 -4.18
N -2.74 -0.23 -3.61
H -2.06 -3.33 -5.81
H -3.34 -2.29 -4.94
H -2.32 -3.51 -4.03
H 2.56 -1.02 -3.63
H -3.25 0.33 -4.25
H -2.61 0.32 -2.77
O -1.65 -3.34 2.32
S -0.39 -2.62 2.33
O -0.29 -1.48 3.28
N -0.17 -1.99 0.75
C -0.25 -2.91 -0.26
C -0.54 -4.29 -0.11
C -0.54 -5.12 -1.25
C -0.16 -4.58 -2.52
C 0.26 -3.25 -2.67
C 0.92 -2.68 -3.91
C 0.79 -0.72 -4.82
C -0.20 0.13 -4.05
N 0.05 -1.07 -1.70
C 0.08 -2.43 -1.55
C 1.01 -3.57 2.64
C 0.93 -4.88 3.16
C 2.06 -5.56 3.47
C 3.30 -5.05 3.13
C 3.43 -3.85 2.52
C 2.27 -3.06 2.29
H -0.85 -4.75 0.81
H -0.88 -6.15 -1.18
H -0.07 -5.27 -3.33
H 1.70 -3.26 -4.45
H 1.36 -0.42 -5.74
H -0.28 1.20 -4.12
H -0.06 -5.41 3.27
H 1.98 -6.46 4.03
H 4.19 -5.64 3.24
H 4.40 -3.55 2.14
H 2.38 -2.04 1.88
N -0.82 2.58 0.98
P 0.30 2.32 -0.24
C -0.35 3.32 -1.57
C 0.51 4.04 -2.43
C 0.01 4.58 -3.60
C -1.41 4.53 -3.91
C -2.25 3.76 -3.05
C -1.65 3.15 -1.92
C 1.90 3.12 0.24
C 2.98 2.38 0.65
C 4.21 3.00 0.85
C 4.35 4.37 0.60
C 3.25 5.12 0.25
C 2.00 4.52 0.14
P -0.84 1.07 1.81
C 0.14 1.34 3.29
C 1.41 0.72 3.47
C 2.29 1.11 4.49
C 1.75 1.94 5.46
C 0.55 2.64 5.25
C -0.27 2.35 4.15
C -2.58 0.96 2.38
C -2.94 0.64 3.65
C -4.29 0.31 3.96
C -5.27 0.18 2.96
C -4.93 0.78 1.71
C -3.60 1.11 1.43
H -1.10 3.55 1.32
H 1.62 3.91 -2.33
H 0.72 5.01 -4.35
H -1.89 5.03 -4.82
H -3.27 3.63 -3.46
H -2.20 2.59 -1.15
H 2.86 1.33 0.91
H 5.01 2.32 1.08
H 5.29 4.84 0.66
H 3.29 6.19 -0.04
H 1.18 5.24 -0.16
H 1.73 -0.13 2.90
H 3.25 0.64 4.54
H 2.18 2.04 6.48
H 0.35 3.51 5.88
H -1.14 2.94 4.07
H -2.15 0.56 4.35
H -4.56 0.12 4.93
H -6.28 -0.13 3.08
H -5.73 0.93 0.94
H -3.38 1.57 0.45
*
```

[2]
Computed, not measured: a molecular structure, C42H39F3HfN7O2P2S2, with ωB97M-V/def2-TZVPD.

Properties
- relative energy (zero: lowest compared OMol25 entry of this formula, charge and spin) (kJ/mol) = 137.4
- lowest unoccupied orbital energy (eV) = -8.4
- largest force on an atom (eV/Å) = 0.74
- frontier orbital gap (eV) = 7.31
- calculated total energy (hartree) = -3983.85786

```
! RIJCOSX wB97M-V def2-TZVPD def2/J DEFGRID3
* xyz 3 1
Hf -0.17 1.08 -0.74
C 3.38 4.13 -0.11
C 2.24 3.29 -0.61
N 1.23 2.98 0.11
N 1.07 3.55 1.33
C -0.21 3.87 1.71
N -0.34 4.66 2.77
S -1.53 3.25 0.89
C 2.07 2.99 -2.05
C 3.05 3.22 -3.00
C 2.71 3.16 -4.35
C 1.39 2.90 -4.69
C 0.49 2.62 -3.68
N 0.81 2.65 -2.39
H 3.06 5.17 -0.01
H 3.73 3.77 0.86
H 4.22 4.12 -0.79
H 1.83 4.12 1.69
H 0.44 5.08 3.25
H -1.27 4.89 3.09
H 4.07 3.44 -2.72
H 3.45 3.35 -5.11
H 1.07 2.89 -5.72
H -0.54 2.38 -3.92
O -0.64 0.59 1.31
P -0.77 -0.42 2.46
C 0.19 -1.94 2.04
P 0.97 -1.94 0.38
O 1.18 -0.49 -0.09
C 2.55 -2.75 0.57
C 2.59 -4.13 0.75
C 3.80 -4.76 0.97
C 4.97 -4.01 1.00
C 4.93 -2.63 0.82
C 3.72 -2.00 0.60
C -0.04 -2.99 -0.68
C -1.30 -3.45 -0.28
C -2.01 -4.31 -1.11
C -1.45 -4.73 -2.31
C -0.19 -4.30 -2.69
C 0.52 -3.43 -1.87
C -2.49 -0.78 2.81
C -3.38 -0.96 1.75
C -4.70 -1.25 2.00
C -5.15 -1.37 3.31
C -4.28 -1.15 4.37
C -2.95 -0.86 4.12
C 0.07 0.15 3.94
C 0.21 -0.71 5.03
C 0.87 -0.28 6.17
C 1.39 1.01 6.22
C 1.27 1.86 5.13
C 0.61 1.43 3.99
H -0.40 -2.84 2.18
H 1.02 -1.98 2.75
H 1.67 -4.71 0.72
H 3.84 -5.83 1.11
H 5.92 -4.50 1.18
H 5.85 -2.06 0.85
H 3.67 -0.92 0.47
H -1.73 -3.14 0.66
H -2.99 -4.65 -0.81
H -2.00 -5.41 -2.94
H 0.26 -4.67 -3.60
H 1.52 -3.12 -2.14
H -3.03 -0.85 0.73
H -5.39 -1.40 1.17
H -6.19 -1.61 3.51
H -4.64 -1.21 5.39
H -2.27 -0.69 4.95
H -0.19 -1.72 4.99
H 0.98 -0.94 7.02
H 1.90 1.35 7.12
H 1.69 2.85 5.17
H 0.51 2.07 3.13
F -3.70 -1.04 -4.04
C -4.56 -0.36 -3.24
F -5.66 -0.13 -3.94
F -4.88 -1.17 -2.22
C -3.92 0.92 -2.77
C -4.49 2.15 -3.02
C -3.81 3.31 -2.65
C -2.57 3.19 -2.07
N -2.01 1.99 -1.80
C -2.69 0.87 -2.11
S -1.89 -0.57 -1.58
H -5.46 2.22 -3.50
H -4.23 4.29 -2.83
H -1.98 4.06 -1.81
N 1.45 -1.23 -4.40
C 2.64 -0.96 -3.77
C 2.30 -0.20 -2.69
N 0.93 -0.01 -2.66
C 0.46 -0.67 -3.70
H 1.34 -1.80 -5.23
H 3.59 -1.30 -4.13
H 2.95 0.20 -1.93
H -0.58 -0.74 -3.99
*
```

[3]
Computed, not measured: a molecular structure, C42H39F3N2NiO3P2S2Si, with ωB97M-V/def2-TZVPD.

Properties
- relative energy (zero: lowest compared OMol25 entry of this formula, charge and spin) (kJ/mol) = 0.0
- lowest unoccupied orbital energy (eV) = 0.3
- largest force on an atom (eV/Å) = 1.34
- frontier orbital gap (eV) = 7.93
- calculated total energy (hartree) = -5535.73743

```
! RIJCOSX wB97M-V def2-TZVPD def2/J DEFGRID3
* xyz 0 1
Ni -0.39 -0.50 0.15
C -0.60 -3.68 1.69
Si 0.35 -2.07 1.54
C 0.48 -1.31 3.28
C 0.92 -2.03 4.40
C 1.05 -1.41 5.63
C 0.74 -0.06 5.78
C 0.27 0.66 4.70
C 0.15 0.03 3.45
P -0.71 0.76 2.03
C -0.24 2.52 1.97
C -1.03 3.40 1.23
C -0.66 4.72 1.07
C 0.52 5.18 1.65
C 1.32 4.31 2.38
C 0.94 2.99 2.53
C -2.41 0.79 2.71
C -3.14 -0.39 2.63
C -4.40 -0.48 3.20
C -4.94 0.62 3.85
C -4.22 1.80 3.94
C -2.95 1.89 3.37
C 2.14 -2.50 1.12
C 2.91 -3.45 1.81
C 4.24 -3.64 1.51
C 4.85 -2.88 0.51
C 4.11 -1.95 -0.20
C 2.76 -1.78 0.10
P 1.61 -0.72 -0.85
C 2.64 0.73 -1.24
C 2.49 1.86 -0.44
C 3.29 2.97 -0.61
C 4.27 2.97 -1.60
C 4.44 1.84 -2.39
C 3.64 0.73 -2.21
C 1.49 -1.64 -2.43
C 1.33 -3.03 -2.38
C 1.15 -3.76 -3.55
C 1.12 -3.12 -4.78
C 1.27 -1.74 -4.83
C 1.44 -1.01 -3.67
H -0.07 -4.35 2.36
H -0.70 -4.18 0.72
H -1.60 -3.52 2.08
H 1.16 -3.08 4.31
H 1.40 -1.98 6.49
H 0.84 0.41 6.75
H -0.02 1.69 4.82
H -1.95 3.04 0.76
H -1.28 5.39 0.49
H 0.81 6.22 1.53
H 2.24 4.67 2.83
H 1.58 2.31 3.09
H -2.74 -1.24 2.10
H -4.96 -1.39 3.09
H -5.93 0.56 4.28
H -4.64 2.66 4.45
H -2.40 2.82 3.45
H 2.46 -4.05 2.60
H 4.82 -4.38 2.05
H 5.90 -3.02 0.29
H 4.58 -1.37 -0.98
H 1.71 1.88 0.31
H 3.14 3.84 0.01
H 4.90 3.84 -1.75
H 5.21 1.83 -3.16
H 3.80 -0.15 -2.82
H 1.36 -3.55 -1.43
H 1.03 -4.83 -3.49
H 0.99 -3.69 -5.69
H 1.26 -1.23 -5.79
H 1.54 0.07 -3.72
F -4.15 0.31 -2.25
C -4.55 -0.10 -1.04
F -4.29 0.88 -0.17
F -5.87 -0.29 -1.08
S -3.68 -1.67 -0.59
O -3.74 -2.44 -1.82
O -4.40 -2.18 0.54
O -2.33 -1.20 -0.29
C -0.99 2.85 -4.12
N -1.51 1.52 -3.92
C -1.95 0.71 -5.06
C -2.19 -0.67 -4.44
N -1.59 -0.52 -3.12
C -1.30 0.74 -2.84
S -0.77 1.35 -1.35
H -0.18 2.84 -4.84
H -0.63 3.23 -3.17
H -1.78 3.51 -4.49
H -1.17 0.69 -5.83
H -2.85 1.14 -5.50
H -1.70 -1.46 -4.99
H -3.25 -0.91 -4.34
H -1.80 -1.19 -2.39
*
```